Density functional theory data (the ωB97M-V functional and the def2-TZVPD basis) for the molecule C4H3N in a non-equilibrium geometry.

Structure (XYZ):
```
8
C4H3N the ωB97M-V functional and the def2-TZVPD basis
N -2.5560 1.0233 -0.5934
H -0.6954 -1.5484 -0.3512
C 1.9047 0.4045 0.1401
C -0.4991 -0.5144 -0.0347
H 2.8579 0.7445 0.4615
H -0.2156 -0.4732 1.0282
C 0.8459 0.0144 -0.2806
C -1.6423 0.3493 -0.3699
```

Computed properties:
structure (SMILES) = C#CCC#N
E_LUMO = 0.6 eV
energy above the lowest of the compared OMol25 structures with the same formula, charge and spin = 100.2 kJ/mol
max |F| = 2.01 eV/Å



Density functional theory data (the ωB97M-V functional and the def2-TZVPD basis) for a structure of composition C3H16CoN2O7 in a non-equilibrium geometry.

Structure (XYZ):
```
29
C3H16CoN2O7 the ωB97M-V functional and the def2-TZVPD basis
N 0.3436 1.1449 -3.6449
H 0.5612 1.8623 -4.3216
N 1.3974 2.4443 -2.2874
H -2.1345 -1.0623 1.9755
H 0.2537 2.6909 0.3663
O -2.2890 0.6847 -1.0924
H -2.5737 0.3466 2.3129
O -0.5038 2.1686 0.6301
O -2.1908 -0.1791 1.6107
H 1.9314 -0.7694 3.2513
H 1.7395 2.6600 -1.3619
O 1.0391 -0.2764 1.5400
O -0.6447 -1.9311 -0.4080
H 0.2934 -1.1446 3.1953
H -1.0540 2.7762 1.1244
H 1.7427 -3.2341 3.2377
H -2.3950 1.4361 -1.6759
H 0.0721 0.1877 -3.8189
O 0.5458 0.5145 -1.5468
H -0.9205 -2.6239 -1.0082
H 0.0075 -2.3474 0.1555
O 0.8724 -3.5805 1.3730
C 1.1910 -1.2041 2.5798
C 0.7642 1.3068 -2.4191
H -3.1034 0.1907 -1.1870
Co -0.6329 0.1612 0.1552
C 1.6034 -2.7334 2.2796
H 1.4330 3.1518 -3.0073
H 2.6508 -2.6412 1.9922
```

Computed properties:
E_LUMO (alpha / beta) = 2.6 / 2.6 eV
spin multiplicity = 5
⟨S²⟩ = 6.006
net charge = -1
max |F| = 3.72 eV/Å



Density functional theory data (the ωB97M-V functional and the def2-TZVPD basis) for a cluster of 2 separate species, C3H10NO2 in total in a non-equilibrium geometry.

Structure (XYZ):
```
16
C3H10NO2 the ωB97M-V functional and the def2-TZVPD basis
H -0.3093 -2.1978 0.1727
O -0.4690 1.4490 -0.0060
C -0.0151 0.5522 0.9334
C 0.8213 -0.5773 0.2727
C 1.9020 -0.0691 -0.6784
H 2.4504 -0.9039 -1.1174
N -0.0965 -1.4803 -0.5243
H -2.0501 1.0194 -0.5715
H -3.3595 1.2378 0.1423
H 1.3363 -1.0850 1.1075
O -3.0290 0.9085 -0.6991
H -0.8883 0.0297 1.3782
H -0.9649 -0.9468 -0.5572
H 2.6424 0.5222 -0.1269
H 1.4278 0.5265 -1.4575
H 0.6015 1.0146 1.7314
```

Computed properties:
E_LUMO = 4.4 eV
energy above the lowest of the compared OMol25 structures with the same formula, charge and spin = 30.2 kJ/mol
net charge = -1
max |F| = 1.77 eV/Å



Density functional theory data (the ωB97M-V functional and the def2-TZVPD basis) for a cluster of 2 separate species, C3H2NO3 in total in a non-equilibrium geometry.

Structure (XYZ):
```
9
C3H2NO3 the ωB97M-V functional and the def2-TZVPD basis
N 1.7918 -1.6915 -0.0956
O -1.0897 -2.9337 -0.0045
C 2.4021 -0.4561 0.0293
O 3.5989 -0.2664 0.0448
C 0.5230 -1.4427 0.0546
O 1.5279 0.5943 -0.0099
H -0.1267 0.1188 -1.1286
H -0.3715 0.4305 0.8271
C 0.2204 -0.0077 0.0235
```

Computed properties:
E_LUMO (alpha / beta) = 3.8 / 3.8 eV
energy above the lowest of the compared OMol25 structures with the same formula, charge and spin = 567.5 kJ/mol
net charge = -1
max |F| = 4.64 eV/Å



Density functional theory data (the ωB97M-V functional and the def2-TZVPD basis) for a structure of composition C21H43KO16 in a non-equilibrium geometry.

Structure (XYZ):
```
81
C21H43KO16 the ωB97M-V functional and the def2-TZVPD basis
O -1.2406 0.9263 -4.4810
K -3.7976 0.2526 0.9914
H 3.7498 -0.8640 6.1063
H -2.5767 -3.6948 -8.5297
C 1.9584 2.5992 -2.8529
H -0.7303 -0.4353 0.7814
O -1.9469 -3.7192 -5.8837
H -0.0841 -4.5012 2.2679
C 4.0110 0.7166 0.6551
H -4.3660 -3.9013 -8.1790
H 4.5941 0.8134 1.5722
O -2.3597 2.4119 2.4896
H 4.3057 -2.5254 6.1783
H 4.4996 -0.0627 0.0675
H -1.8484 0.6586 -6.7246
H 0.1041 3.8168 4.4113
C -3.1626 -3.3387 -6.5293
C -0.7235 -0.8325 -0.2547
H 0.3710 -2.2506 -3.0059
H -3.8485 6.7319 4.0307
O -2.0804 1.6207 4.5875
H 1.5522 0.4993 -2.4561
H 1.8515 3.8977 4.5479
C 3.8846 -1.8231 4.2169
H 0.1136 1.5479 -2.4881
H 1.9977 2.8271 -1.7851
H -3.2770 -5.1442 -7.7135
H -5.0029 5.4755 4.4485
C 1.0863 1.3562 -2.9397
C -0.8914 0.3674 -7.1633
O 0.6761 -2.8567 3.3137
H -3.6229 5.7870 5.4679
C -0.1421 0.8187 -4.9513
C -2.3985 2.5329 3.6822
C -1.7250 -3.1067 -4.7222
O 1.0127 0.8910 -4.3014
O 2.6078 -3.0596 2.1690
H -0.5289 -1.9199 -0.2796
O 2.4831 -2.1366 4.2095
H -3.7155 4.5619 2.6697
H 4.4417 -2.6227 3.7214
H 1.0955 2.4533 5.1285
H -2.0259 -0.4311 4.6816
O 2.4609 0.9304 3.6576
H 0.1256 -0.3554 -0.7781
H 5.3954 -1.1966 5.5478
H -0.6844 1.0416 -7.9930
H -2.2168 5.3041 3.3224
C -1.5148 0.3875 4.1686
H -1.0467 -3.0195 2.1597
C 1.0098 3.2228 4.3619
H -3.1409 -2.2498 -6.6126
O 1.1678 2.6982 3.0558
H -1.0874 -2.7528 -2.3150
C -3.3411 -4.0645 -7.8501
H -1.7628 0.1525 3.1304
O -1.9030 -0.5940 -0.9637
O 0.1487 0.5205 -6.2250
H 3.9998 1.6657 0.1223
H 1.5477 3.4513 -3.3975
O -0.6512 -3.6108 -4.1675
H 2.6901 -0.5509 1.7010
H 0.4414 -3.1902 1.2686
C -3.1253 4.7493 3.5625
H 3.9803 -0.9564 3.5595
C -0.0363 -3.4125 2.2207
O 1.9008 1.4213 1.5240
C 4.3885 -1.5993 5.6104
C 1.9880 -2.7127 3.1425
H 0.1925 -3.9479 -2.3201
H -0.4494 0.3614 4.3694
C 1.9011 1.6051 2.8306
C -0.2477 -3.1465 -2.9050
H -0.9760 -0.6568 -7.5218
H 2.9709 2.5100 -3.2477
C 2.5939 0.2828 1.0021
H -4.0083 -3.5582 -5.8706
H 2.0665 -0.2073 0.1864
C -3.9389 5.7188 4.4262
O -2.3428 -2.1912 -4.2702
O -2.7977 3.6127 4.3524
```

Computed properties:
E_LUMO = -0.8 eV
energy above the lowest of the compared OMol25 structures with the same formula, charge and spin = 90.8 kJ/mol
max |F| = 2.20 eV/Å



Density functional theory data (the ωB97M-V functional and the def2-TZVPD basis) for the ion C7H10F2O2P with charge -1 in a non-equilibrium geometry.

Structure (XYZ):
```
22
C7H10F2O2P the ωB97M-V functional and the def2-TZVPD basis
H 3.2653 -1.4549 -1.3258
C -3.5677 -1.5396 -0.3753
H -0.2391 2.5248 -0.4047
H -2.5756 0.9018 -0.4644
C -1.8682 0.1008 -0.3001
C 0.6340 -0.1614 0.3914
H -3.8688 -2.5534 -0.6519
H -4.1695 -1.5611 0.5502
F 3.4617 -2.0371 0.5598
C -2.1491 -1.1904 -0.0058
H 0.4320 2.2637 1.2603
C -0.6680 0.5819 0.2262
P 2.2812 0.5539 -0.1745
C -0.4424 2.0632 0.5879
H 0.6980 -1.1096 0.0341
O 2.9242 1.4122 0.8910
H 0.8677 -0.1666 1.3791
O 2.2803 1.0775 -1.5985
H -4.0033 -0.6919 -0.9211
F 4.6349 -0.5469 -0.3189
C 3.4106 -1.0212 -0.3220
H -1.3381 2.5539 0.9828
```

Computed properties:
E_LUMO = 2.7 eV
energy above the lowest of the compared OMol25 structures with the same formula, charge and spin = 225.8 kJ/mol
net charge = -1
max |F| = 3.37 eV/Å



Density functional theory data (the ωB97M-V functional and the def2-TZVPD basis) for a cluster of 14 separate species, C62H94N6O8 in total in a non-equilibrium geometry.

Structure (XYZ):
```
170
C62H94N6O8 the ωB97M-V functional and the def2-TZVPD basis
H 29.0424 8.0954 -7.0542
H 32.0139 14.0524 -8.6600
C 33.4507 10.3974 -3.7035
C 36.8697 12.5936 -7.3148
C 25.7371 12.7015 -8.3096
C 30.9301 5.2601 -2.5342
H 31.9232 9.8031 -11.4667
C 31.4737 8.6045 -7.9298
H 32.1382 10.7679 -1.9370
O 25.0949 11.4827 -8.6210
C 32.3550 10.7297 -8.6894
H 32.8610 13.3379 -2.1869
N 26.0270 6.9497 -7.9034
H 38.1164 12.8690 -9.0947
C 32.4731 4.6817 -10.1593
H 37.9396 10.0162 -9.0312
C 33.7715 13.2559 -11.4199
C 30.6057 5.7659 -5.1783
C 31.4373 2.7219 -9.3141
O 30.7040 15.8274 -7.1191
C 34.8670 13.1749 -10.5642
H 35.5463 11.2575 -13.0424
H 33.4739 3.2724 -6.1660
C 34.3051 5.2604 -6.6617
N 33.9144 7.9192 -14.1214
C 36.4148 7.0557 -9.8501
O 30.3221 10.9558 -12.0715
H 31.6910 16.3881 -8.8058
H 33.3329 5.1973 -10.5732
H 33.9677 7.3996 -12.1313
H 33.0274 11.3926 -8.1353
H 28.3368 10.8186 -11.5058
C 31.2865 5.3534 -9.9647
C 32.5345 14.5741 -7.8457
C 34.8274 9.3547 -12.4345
H 32.8305 14.5037 -12.9466
H 29.6842 8.3353 -10.5292
C 30.7387 14.7026 -6.2467
C 32.5792 3.3545 -9.7861
C 26.0623 7.5684 -5.5741
H 31.2139 8.0426 -7.0291
H 37.3574 4.5390 -6.3723
C 31.2518 9.9166 -12.3311
H 34.8853 12.4239 -9.7809
N 29.4336 11.0793 -5.1476
C 35.1380 10.3123 -13.3790
O 35.6365 6.0166 -10.4657
H 35.4513 2.7257 -7.6197
H 27.1277 10.4742 -6.8934
H 25.4769 9.5110 -8.5132
H 29.9668 8.6338 -13.4980
N 31.0807 6.7457 -4.4032
H 37.2455 12.4215 -6.2970
H 36.7318 4.3566 -10.9717
H 36.8802 6.6015 -8.9665
H 27.8238 12.5253 -9.0418
C 29.3390 8.8887 -11.4095
C 27.4184 7.8821 -5.6778
C 31.3620 10.1110 -7.6944
H 25.6585 13.3786 -9.1607
H 33.9030 5.3021 -7.6799
C 29.8109 9.9849 -4.4828
H 32.9691 12.5330 -11.3381
H 35.0285 10.7425 -15.5342
C 28.8582 10.8031 -2.4390
H 29.8855 14.0621 -6.4879
C 30.2719 4.4973 -4.7098
H 30.3576 10.4722 -7.9236
H 34.7420 16.0239 -13.0445
H 35.1280 11.3126 -4.8492
H 33.5353 2.8541 -9.8621
H 33.6017 11.6980 -5.5536
C 27.2234 10.8067 -7.9253
C 27.2255 12.3074 -8.1518
H 31.8572 12.7108 -3.4640
H 31.4880 1.6738 -9.0484
H 24.4190 6.7231 -6.5949
C 34.0803 11.4682 -4.5944
C 37.4067 7.4536 -10.9106
C 28.7417 12.0050 -4.4921
H 31.0230 7.7755 -12.3870
H 27.7462 12.8306 -7.3445
C 30.3938 8.6596 -12.4943
H 28.1399 10.3894 -8.3453
C 28.4005 11.9070 -3.1459
H 29.4275 10.6713 -10.1698
C 30.2607 3.4533 -9.1996
H 36.5907 13.6450 -7.3549
H 27.7468 7.2895 -9.0083
H 36.9764 11.1071 -10.0076
H 35.7894 5.1085 -12.2889
H 36.2057 2.6230 -6.0451
H 28.4088 12.8559 -5.0743
H 38.3428 7.8148 -10.4825
H 30.0544 3.7044 -5.4112
C 28.0153 7.7774 -6.9183
C 31.9316 15.9708 -7.8271
C 34.3817 3.8700 -6.0623
H 36.9786 8.2758 -11.4862
H 38.5234 5.7392 -11.5406
C 32.0659 13.9948 -6.5220
C 33.0117 11.1573 -2.4666
H 29.3620 2.9721 -8.8347
C 34.2321 8.8540 -15.0173
H 32.5198 16.7113 -7.2665
H 33.8605 5.9891 -5.9846
H 30.7488 8.3330 -8.6981
C 29.3132 10.4175 -11.2301
H 31.1315 6.4001 -10.1944
H 30.5523 5.9891 -6.2379
H 30.3010 3.2562 -2.9586
H 34.5155 3.9862 -4.9833
C 35.6196 3.2759 -6.6918
C 35.7936 15.0267 -11.4694
C 36.4875 4.5154 -7.0275
H 27.9313 8.2427 -4.7976
H 38.8644 11.8958 -7.8951
H 31.0617 5.0793 -1.4767
H 32.7802 14.2531 -5.7359
C 34.8569 10.0554 -14.7175
H 35.0147 9.6253 -11.4021
H 34.1919 9.6546 -3.4000
H 31.5663 10.4101 -6.6659
C 27.3013 7.3225 -8.0231
C 36.4264 5.3045 -11.4240
H 34.0615 8.6121 -16.0612
N 35.8877 14.0474 -10.5414
O 35.7194 11.7709 -7.4668
H 30.6697 15.0254 -5.2043
H 27.8856 12.6871 -2.6028
C 30.4735 4.2448 -3.3654
H 36.6069 15.7424 -11.4772
H 33.5810 14.5567 -8.1487
O 33.1002 9.6196 -9.1973
C 33.6673 14.3300 -12.2831
O 33.9413 12.6823 -3.8449
H 31.6887 7.2755 -2.5105
C 34.7342 15.2165 -12.3247
H 28.3630 8.4281 -11.5667
C 37.2693 10.8763 -8.9829
H 35.8085 7.8760 -9.4646
H 25.5789 7.6841 -4.6148
H 28.7087 10.7285 -1.3699
H 26.3770 10.2754 -9.8136
H 33.0398 7.5848 -8.9844
C 36.0400 10.5477 -8.1101
C 37.8909 12.1212 -8.3341
H 37.5940 6.4988 -12.8480
H 36.1971 9.8193 -7.3056
H 30.2537 9.1496 -5.0139
H 33.6461 8.4653 -7.5447
H 31.9550 12.9105 -6.5367
H 29.9634 8.9586 -2.6115
H 32.6299 9.8374 -4.1577
O 35.6808 5.6650 -6.7642
H 31.7676 11.2604 -9.4397
C 26.0209 10.4142 -8.7816
H 36.7646 4.5107 -8.0845
C 32.9185 8.4753 -8.3628
H 31.8825 10.1874 -13.1780
N 30.1785 4.7468 -9.5106
C 25.4385 7.0698 -6.7160
H 33.8199 11.1489 -1.7302
H 25.4709 13.1447 -7.3492
C 29.5670 9.8252 -3.1232
C 31.2347 6.4882 -3.1020
C 37.5832 6.2376 -11.7917
C 32.8345 12.5818 -2.9716
C 34.2480 8.1614 -12.8485
H 35.2121 10.2493 -8.7518
```

Computed properties:
E_LUMO = 0.5 eV
energy above the lowest of the compared OMol25 structures with the same formula, charge and spin = 0.0 kJ/mol
max |F| = 2.22 eV/Å



Density functional theory data (the ωB97M-V functional and the def2-TZVPD basis) for a structure of composition C29H65O2P3Sn in a non-equilibrium geometry.

Structure (XYZ):
```
100
C29H65O2P3Sn the ωB97M-V functional and the def2-TZVPD basis
H 1.3395 2.6994 2.0274
H 3.5897 -0.1943 4.2601
H 0.8188 -1.4730 3.7997
C 1.0318 -3.9333 0.0973
H 1.9165 0.5419 5.8218
C 0.3823 1.4419 -4.8089
H -2.6348 -3.0536 -2.7074
H 0.6563 -3.9301 -4.1179
C 3.2628 1.7561 1.9916
H -1.7441 -4.9505 0.1592
H -2.9695 4.9712 -1.9803
C -1.2072 2.3167 3.5379
H -0.9229 -4.9208 -2.1753
Sn -0.2117 -0.3716 -1.6708
P -0.4611 -3.0794 -0.6266
H 2.5974 3.6198 3.9021
H 3.9799 1.2898 2.6729
C 2.1819 -0.9271 -1.8059
H 2.4827 -3.5612 1.7036
H -1.1182 -3.7612 2.2835
C -1.9338 -3.8640 0.2443
H -2.9850 1.8973 -3.8303
C -3.2729 -3.5462 -0.4356
C -0.8165 2.0915 -4.0824
H -0.4889 -1.1362 -4.3014
H -1.6754 0.0299 4.7873
H -4.1059 -3.9257 0.1804
C -1.6407 -3.0995 -3.1530
H -1.3114 0.9653 1.8952
C 1.9092 2.0117 2.6873
H 1.9383 2.2904 -2.7303
H -1.1478 2.7995 0.5149
H -2.2922 4.1242 0.3637
H 0.8559 4.2022 -4.0774
C 1.3579 4.3180 -3.0978
H -1.2581 5.2738 -2.3728
C -1.4044 3.6695 -0.1037
C 0.8721 -5.4505 0.2495
H -2.5912 2.6272 -1.5299
C 0.7950 -3.8673 -3.0224
H -2.2691 4.2483 -3.4424
H 0.1589 0.5608 5.4304
H -2.1262 0.3626 -3.7322
C -0.5826 -3.8684 -2.3337
H 0.5145 -5.9067 -0.6802
H -1.4005 -1.1555 3.4720
H -3.3673 -4.0490 -1.4006
H -2.2822 2.5558 3.4583
H 2.8316 2.0636 4.6729
C 2.1353 2.6363 4.0539
H 0.0914 1.0232 -5.7854
H 1.8317 -3.7385 -0.6373
C 1.4810 -3.2377 1.3868
H -0.9550 2.3913 4.6088
C 1.2818 3.0363 -2.2606
H -0.6590 3.0836 2.9734
H -3.4083 -2.4567 -0.5563
O 3.1723 -0.5670 -1.3321
H 1.2077 2.7729 4.6086
H -2.8009 -0.0891 3.4432
H 0.8125 0.6040 -4.2422
H -2.3636 1.1440 -5.3021
C -2.1436 1.3363 -4.2434
C 1.4072 -0.5530 3.9832
H 3.1607 1.1195 1.1059
H -1.7168 -3.5235 -4.1676
H 0.8208 -3.4174 2.2405
H 2.4242 4.5236 -3.2950
H 2.8951 3.4760 -0.8686
C 1.0796 -0.0370 5.3899
C -2.0597 4.5137 -2.3984
H 0.9333 5.1842 -2.5719
P 0.8145 0.4929 2.5769
C -1.7350 -0.1378 3.7025
H 0.1802 -5.7137 1.0571
H -0.5919 4.4034 -0.0131
C 1.8247 3.2250 -0.8481
H 1.7309 2.2860 -0.2924
O -3.6164 0.5946 -0.0834
H 1.3567 -2.9331 -2.8117
C -1.9789 -3.4247 1.7065
H 3.1454 -1.1620 2.8184
H 1.5373 -2.1541 1.2499
H -2.8806 -3.8191 2.1961
H -2.0339 -2.3307 1.7674
H 0.2523 -1.2093 -4.4956
C 2.8829 -0.9392 3.8581
H -1.3599 -2.0562 -3.2404
C -2.8568 -0.1017 -0.6182
H 1.2006 2.1585 -4.9493
P -0.3854 2.1938 -2.2842
C -1.7110 3.2902 -1.5520
H 1.4205 -4.7148 -2.7078
H 3.0377 -1.8641 4.4353
C -0.9481 0.9294 2.9348
H 0.9314 -0.9232 6.0321
H 1.3326 4.0192 -0.2810
H 3.6722 2.7302 1.6906
H -0.9504 3.1364 -4.4505
H 1.8495 -5.9038 0.4747
```

Computed properties:
E_LUMO (alpha / beta) = -14.8 / -14.8 eV
energy above the lowest of the compared OMol25 structures with the same formula, charge and spin = 0.0 kJ/mol
net charge = +4
max |F| = 5.54 eV/Å



M
In order: 65.1, 251.1, 92.1, 100.1, 590.7, 195.1, 1051.5, 657.5
Unit: g mol⁻¹